(1)
ORCA calculation (the ωB97M-V functional and the def2-TZVPD basis) on a 2-piece molecular cluster, C5H8N2 overall at a distorted geometry.

Properties
total charge	0
E_LUMO	-0.2	eV
relative energy (zero: lowest compared OMol25 entry of this formula, charge and spin)	5.511	eV

Structure (XYZ):
```
15
Properties=species:S:1:pos:R:3:forces:R:3:nbo_charge:R:1
N 0.14385 2.89382 -0.81562 0.379 -1.017 0.195 -0.292
H -1.45138 -1.26316 -0.85756 0.002 0.091 0.026 0.097
H 1.75501 0.17046 -1.30126 -0.070 0.045 0.089 0.198
C 1.11793 0.50276 -0.47308 0.070 -0.071 0.211 0.014
H 1.28173 -2.20072 0.94809 -0.023 0.197 -0.014 0.213
H -3.11865 0.61467 -0.50153 0.041 -0.068 -0.027 0.289
C 1.86468 -1.29037 0.77710 0.102 -0.153 0.029 -0.442
H -1.91112 1.40783 0.47308 -0.078 -0.116 -0.137 0.247
H 2.46831 -1.11891 1.67469 -0.076 -0.097 -0.121 0.219
N 1.00492 -0.13161 0.62238 0.127 0.297 -0.350 -0.350
C -2.22976 0.41491 0.13651 0.205 -0.031 0.034 -0.795
H -2.55725 -0.20830 0.97800 0.093 0.065 -0.146 0.205
H 2.54306 -1.44787 -0.07509 -0.154 0.001 0.092 0.175
C 0.51658 1.80962 -0.65950 -0.314 0.995 -0.093 0.246
C -1.36962 -0.15778 -0.91140 -0.302 -0.138 0.213 -0.024
```
Forces are in eV/Å.

(2)
ORCA calculation (the ωB97M-V functional and the def2-TZVPD basis) on one molecule with the formula C28H28N4O2S.

Properties
total charge	0
E_LUMO	0.5	eV
SMILES	Cc1ccc(C(c2c(C)n(C)n(-c3ccccc3)c2=O)c2c(C)n(C)n(-c3ccccc3)c2=O)s1

Structure (XYZ):
```
63
Properties=species:S:1:pos:R:3:forces:R:3:nbo_charge:R:1
C -0.98240 0.29540 -1.32351 -0.106 -0.152 0.543 0.258
S 0.08380 -4.02861 1.14871 -0.241 0.021 -0.645 0.421
H -5.10797 -0.00466 0.88110 0.002 -0.091 -0.012 0.243
H -4.93106 4.83898 -0.02673 0.006 0.074 -0.014 0.213
C 3.63457 2.04844 0.28961 0.250 0.390 -0.211 0.216
C -5.08882 1.05173 0.67097 0.108 -0.076 -0.043 -0.235
C -0.01772 -1.30955 0.48628 -0.061 0.313 -0.045 -0.303
C 4.91026 4.50076 0.04442 0.044 0.091 -0.045 -0.229
H -0.35685 0.10922 -3.35574 0.025 -0.018 -0.076 0.224
H -0.25570 -1.27414 1.56032 -0.028 0.045 -0.135 0.265
H -2.88461 0.54274 -3.32133 -0.051 0.019 -0.007 0.189
H 5.47876 0.22355 0.46190 0.002 -0.090 -0.041 0.230
H -3.05676 3.39315 -0.69641 0.078 0.002 -0.050 0.223
H -2.01975 2.09814 -3.24102 -0.041 -0.007 0.016 0.214
H -3.63507 1.94160 -2.53160 0.095 0.012 -0.046 0.234
H 5.35007 -1.38638 -0.26104 -0.006 0.032 0.010 0.214
H 0.85091 -0.36768 -2.15215 0.026 -0.014 -0.045 0.241
H 5.41046 5.45299 -0.04776 0.038 0.081 -0.007 0.214
H -6.96909 1.45431 1.59216 -0.061 -0.048 0.039 0.213
C -4.98016 3.77663 0.16318 -0.083 0.050 -0.002 -0.202
N 3.55427 -0.35915 -0.05440 -0.180 0.152 -0.584 -0.226
H 5.91098 3.63443 -1.63914 0.051 0.009 -0.056 0.214
C 4.88143 -0.68511 0.42648 0.142 -0.087 0.318 -0.422
H 4.75386 1.47262 -1.44969 0.003 -0.080 -0.023 0.221
C 2.55138 -1.31647 -0.04181 -0.265 0.320 -0.074 0.247
C -6.07862 3.23662 0.81089 -0.057 0.088 0.042 -0.230
C -0.31972 -5.21222 -0.05773 0.167 0.217 0.211 -0.182
C -0.27824 -6.66368 0.26397 0.003 -0.041 0.113 -0.637
H -0.94253 -5.15716 -2.11039 -0.056 -0.167 -0.123 0.219
O 0.85457 1.53556 0.95224 -0.184 0.175 0.075 -0.630
N 2.98530 0.81874 0.42789 -0.015 -0.348 0.369 -0.296
C -0.58193 -3.19903 -1.17708 0.107 0.255 0.253 -0.267
H 2.60845 2.91469 1.95233 -0.045 -0.027 0.069 0.247
H 2.03774 -3.21324 -0.85432 0.007 -0.054 0.001 0.257
C 1.61819 0.64691 0.63046 0.271 -0.154 0.071 0.624
C -2.69149 1.42843 -2.70499 -0.181 -0.234 -0.271 -0.422
H 3.69218 -2.69505 -1.18980 0.056 -0.009 -0.045 0.222
C 0.06460 0.34576 -2.37859 -0.097 0.029 0.035 -0.669
H -0.97422 -6.89821 1.06893 -0.032 -0.111 0.009 0.224
C 2.90311 -2.70666 -0.44107 0.086 -0.006 0.052 -0.669
N -2.94781 0.74813 -0.37978 0.032 -0.414 -0.212 -0.292
C -0.65133 -4.61170 -1.22961 0.119 -0.213 0.138 -0.271
C -1.03301 -0.42013 -0.16972 0.012 0.028 -0.291 -0.171
C 3.97531 4.29837 1.04662 0.048 0.009 -0.036 -0.185
C -0.18993 -2.72575 0.03485 -0.097 -0.403 0.250 -0.152
H 3.25162 -3.27526 0.42145 0.033 -0.084 0.012 0.234
H 3.74287 5.09540 1.73676 -0.029 0.057 0.064 0.215
C 5.19433 3.47903 -0.84588 0.054 0.073 0.009 -0.202
O -2.76457 -0.57809 1.51265 0.005 -0.005 0.335 -0.637
C 4.55549 2.25804 -0.73508 -0.128 -0.104 0.024 -0.275
H -0.81669 -2.56338 -2.01200 -0.090 0.192 -0.107 0.222
C -2.30077 -0.15053 0.47359 0.030 -0.145 -0.378 0.632
C -6.12141 1.87726 1.07394 -0.008 0.048 -0.013 -0.187
N -2.10256 1.08175 -1.43465 0.294 0.503 0.290 -0.213
H -6.89258 3.87546 1.11940 -0.066 0.050 0.026 0.212
C 1.37139 -0.75617 0.32732 0.160 -0.231 0.135 -0.183
H 0.71889 -6.95909 0.58989 0.017 -0.108 -0.014 0.220
C 3.34168 3.07758 1.18033 -0.064 -0.124 0.024 -0.236
C -3.93182 2.96595 -0.22972 0.107 -0.135 0.026 -0.270
H -0.54854 -7.24645 -0.61356 -0.005 -0.059 -0.016 0.224
H 0.49937 1.34399 -2.42535 0.058 0.069 -0.038 0.239
H 4.85365 -1.12803 1.42742 0.020 0.033 0.034 0.193
C -3.99016 1.59503 0.01117 -0.278 0.406 0.110 0.218
```
Forces are in eV/Å.

(3)
ORCA calculation (the ωB97M-V functional and the def2-TZVPD basis) on C16H14F6INO5ReSb as an isolated structure at a distorted geometry.

Properties
total charge	0
E_LUMO (spin up / spin down)	-3.8 / -2.9	eV
relative energy (zero: lowest compared OMol25 entry of this formula, charge and spin)	1.023	eV
2S+1	3

Structure (XYZ):
```
45
Properties=species:S:1:pos:R:3:forces:R:3:lowdin_spin:R:1
C 0.68189 3.80916 -0.91865 -0.242 -0.064 -0.081 0.001
C -2.42620 -1.64462 1.07894 -0.509 -2.712 -1.271 0.013
C 0.08371 -2.81460 1.51783 -1.603 -3.688 -2.108 0.005
C -0.35160 1.81965 0.01263 0.265 -0.623 -0.309 -0.031
H 0.53090 0.56766 3.82883 0.113 -0.001 0.005 0.002
C -0.68394 5.75941 -1.42911 0.019 0.402 -0.104 -0.001
I 0.10194 3.13391 3.29459 0.047 -0.093 -0.042 -0.001
C 0.34633 -2.27844 -1.01533 0.527 -1.171 -0.131 0.001
O -0.31425 -1.01818 -1.06693 0.448 0.847 0.535 0.008
F 4.13399 -0.09502 2.75318 0.140 0.016 -1.024 0.000
C -0.44410 -3.04155 0.06632 0.747 0.108 0.930 0.000
H -2.17650 -3.21265 -2.58448 -0.048 0.019 0.000 0.000
H 1.40635 -2.15021 -0.80926 -0.013 0.092 -0.017 0.000
N -0.77544 6.81031 -1.87442 -0.057 0.440 -0.136 -0.006
H -0.41696 -4.12357 -0.06394 -0.037 0.146 -0.111 0.000
C -1.44746 -2.40622 -2.56839 0.045 0.368 -0.065 0.000
C -1.60437 2.44594 -0.07990 -0.075 -0.475 0.297 -0.011
H -2.66492 4.24240 -0.54206 -0.079 0.049 -0.015 0.000
Sb 3.93705 -0.03557 0.86941 -0.819 0.337 -0.346 0.001
H 1.56166 4.32851 -1.26785 0.025 0.028 -0.039 0.000
H -2.49377 1.90070 0.21291 -0.031 0.081 0.078 -0.002
C -1.70313 3.75514 -0.50548 0.016 0.006 -0.087 0.001
H -1.22328 0.83974 3.63609 0.045 -0.026 -0.232 0.005
F 5.62654 -0.54736 0.23902 -0.510 0.198 0.393 0.000
C -1.62421 -1.52281 -1.32401 -1.017 -0.429 -0.175 0.001
H -2.59188 -3.24378 -0.31224 0.078 0.162 -0.061 0.000
H 0.09485 -3.97984 -2.37783 0.047 -0.022 0.022 0.000
F 3.09293 0.08687 -0.85701 0.455 0.071 0.801 0.001
C -0.56154 4.44431 -0.92123 0.025 -0.939 0.321 -0.011
H -2.33792 -0.70471 -1.41914 0.138 -0.026 0.024 0.000
F 4.27333 1.84195 0.80476 -0.080 -1.120 0.077 0.000
C -1.85788 -2.45950 -0.12565 -0.624 0.710 0.588 0.004
H 1.72928 2.01046 -0.55057 0.025 -0.029 0.081 -0.001
O -3.34474 -2.10218 1.70419 0.049 0.526 0.311 0.017
Re -0.01970 0.18479 1.25736 -1.154 0.403 1.446 1.817
C -0.23662 1.04102 3.22080 0.074 -0.599 -0.992 -0.031
H -1.55385 -1.82454 -3.48103 -0.024 0.001 -0.035 0.000
O 0.47235 -1.62534 1.75872 0.994 3.469 0.396 0.015
F 1.98164 0.70259 1.44349 -0.370 -0.544 -0.221 0.077
O 0.07220 -3.73506 2.29156 0.352 0.653 0.368 0.013
F 3.22895 -1.80648 0.87784 0.309 0.780 0.180 0.000
O -1.91483 -0.46673 1.25112 1.639 2.584 0.565 0.120
C 0.76603 2.49761 -0.49783 0.357 -0.080 0.099 -0.007
H 0.64791 -2.48596 -3.14803 0.088 -0.037 -0.028 0.000
C -0.00071 -2.89721 -2.37921 0.223 0.182 0.110 0.000
```
Forces are in eV/Å.

Number 1: M 96.13 u. Number 2: M 484.62 u. Number 3: M 849.15 u.